Computed, not measured: a cluster of 7 separate species, C37H66Cl6N5O3 in total, with wB97M-V/def2-TZVPD.

Properties
- Total charge: +1
- Spin multiplicity: 5
- Frontier orbital gap (spin up / spin down): 7.29 / 4.05 eV
- Lowest unoccupied orbital energy (spin up / spin down): -3.1144 / -7.0972 eV
- Highest occupied orbital energy (spin up / spin down): -10.41 / -11.15 eV

The geometry in XYZ format:
```
117
Properties=species:S:1:pos:R:3:forces:R:3:mulliken_charge:R:1
C -1.1046 -4.2257 1.3186 0.3132 -1.1506 1.6364 0.14
Cl -0.9790 -2.5327 1.9642 -0.1894 -0.9664 -0.5289 -0.07
Cl -2.4207 -5.1482 2.1419 0.2855 0.7646 -0.6795 -0.12
Cl 0.3857 -5.1483 1.7737 -0.4735 0.8581 -0.7405 -0.11
H -1.2875 -4.2390 0.2442 0.2563 0.2048 0.2795 0.18
C -2.1915 3.8209 1.9749 -1.4958 0.0803 1.2489 0.41
Cl -2.1370 2.8371 3.5252 0.2764 0.4165 -0.8202 -0.15
Cl -0.6480 4.5537 1.6104 -0.0809 0.0061 -0.0027 -0.08
Cl -3.4644 5.0786 2.2060 0.7278 -0.5011 -0.2153 -0.11
H -2.5774 3.1427 1.2138 0.6284 0.1545 -0.0749 -0.09
C 1.1296 -0.7522 -2.2784 1.6193 -0.4777 1.7661 -0.78
C 0.6402 -2.0937 -2.8486 -0.1983 1.4235 -1.5504 1.69
C 0.3404 -1.8645 -4.3593 0.4799 -0.6768 0.8017 -1.65
C 1.5602 -1.4941 -5.1618 1.0670 -0.6583 0.8764 -0.14
C 2.5735 -2.7466 -5.0865 -2.5453 1.3745 0.1612 -1.53
C 2.8095 -3.1915 -3.5916 2.9142 -1.3153 -0.9464 1.78
N 1.6395 -3.2015 -2.7164 -0.3519 0.6245 4.9533 0.37
O 1.8527 -3.5880 -1.3338 -0.5719 1.3708 -5.3594 -0.45
C 3.3832 -4.6577 -3.6018 -0.3737 -0.4452 -0.0417 -1.54
C 4.0549 -2.3523 -3.1582 -0.2871 0.7376 0.9231 -1.85
C -0.7077 -2.3353 -2.1974 0.0364 -1.5418 0.4469 -1.21
H 2.2100 -0.6391 -2.1885 0.2731 -0.2974 -0.6839 -0.13
H 0.9215 -0.8717 -1.2151 -0.5448 0.7172 0.2715 0.01
H 0.7937 0.2014 -2.6858 -0.6936 -0.4124 -0.1190 0.43
H -0.0175 -2.8168 -4.7508 -0.5229 0.0523 -0.1559 0.43
H -0.4292 -1.0931 -4.3861 -0.1194 -0.1410 -0.2316 0.53
H 2.0607 -0.6458 -4.6949 0.0307 0.2527 -0.0002 -0.14
H 1.1962 -1.1383 -6.1257 0.6402 -0.5028 -0.4055 0.43
H 3.5204 -2.4846 -5.5585 -0.0322 -0.2949 0.1685 0.42
H 2.0618 -3.5218 -5.6569 0.2808 -0.2923 0.0226 0.44
H 3.2725 -5.0529 -4.6116 0.2936 -0.1742 0.0685 0.38
H 4.4104 -4.7594 -3.2517 0.2056 0.5365 -0.4782 0.36
H 2.9160 -5.3708 -2.9226 -0.7506 0.3840 -0.0382 0.37
H 4.9673 -2.5174 -3.7313 -0.4187 -0.6076 -0.5091 0.51
H 3.9055 -1.2778 -3.2645 -0.2427 0.1447 0.2522 0.19
H 4.3650 -2.5923 -2.1412 -0.3465 0.1413 0.2353 0.44
H -1.2219 -3.1119 -2.7637 -0.3558 0.0919 -0.0145 0.59
H -1.3168 -1.4369 -2.0979 0.2323 0.0403 -0.4786 0.06
H -0.6003 -2.7255 -1.1853 0.2752 0.0432 0.1160 -0.09
C -4.3156 -0.7361 2.0436 0.0692 -1.2986 -0.2985 -1.91
C -5.0226 -1.4248 3.2246 -0.1674 -0.8081 0.3478 1.76
C -5.0212 -0.4163 4.3547 -0.3689 1.7053 0.1897 -1.32
C -6.0138 -0.5251 5.4917 -0.5164 -1.5499 -1.1878 -0.98
C -7.4056 -0.9375 4.8932 1.9229 1.4314 2.2176 -1.55
C -7.4222 -2.0249 3.8371 -1.8181 -0.5216 -0.5351 1.77
N -6.3456 -1.8886 2.8184 -1.9953 -1.3540 -4.4120 0.43
O -6.5082 -2.5788 1.5025 0.8488 2.9861 5.9433 -0.49
C -7.4397 -3.4676 4.3737 0.6895 -0.2433 0.6926 -1.66
C -8.8528 -1.7365 3.2884 1.3753 -0.0933 -1.6538 -1.80
C -4.2910 -2.6475 3.8121 1.2988 0.1698 -0.7225 -1.61
H -3.3625 -0.3131 2.3612 0.0045 -0.1180 0.0699 0.36
H -4.8767 0.0354 1.5163 -0.4022 0.1054 0.5703 0.38
H -4.1757 -1.4984 1.2772 0.3230 -0.1227 -0.0468 0.61
H -4.0194 -0.3639 4.7810 0.2341 -0.1397 -0.2100 0.46
H -5.1668 0.5547 3.8814 -0.1474 0.3196 0.0356 0.52
H -6.0039 0.4096 6.0524 -0.3494 -0.1546 0.0625 0.40
H -5.7320 -1.3515 6.1441 0.2450 0.1139 0.3027 0.38
H -7.9061 -0.0226 4.5759 0.0500 -0.1020 -0.4192 0.48
H -7.9460 -1.2512 5.7863 -0.4834 -0.3696 -0.3379 0.51
H -6.6790 -4.0707 3.8782 -0.0818 0.0017 0.0567 0.30
H -7.2278 -3.4541 5.4428 0.1997 -0.1604 0.1117 0.35
H -8.3854 -4.0008 4.2765 -0.1104 0.3509 -0.2769 0.42
H -8.7318 -0.7657 2.8077 -0.6378 0.1057 -0.0639 0.49
H -9.0951 -2.4531 2.5037 -0.3268 -0.0728 0.2131 0.40
H -9.5718 -1.6944 4.1065 0.0860 -0.1662 -0.1974 0.40
H -4.2357 -3.4910 3.1240 -0.0282 0.2204 -0.0348 0.08
H -4.5944 -3.0306 4.7864 -0.6540 0.3737 -0.0840 0.30
H -3.2964 -2.2376 3.9877 0.4626 -0.5136 -0.0674 0.51
C 5.6377 2.0071 -3.4676 -0.7346 0.6697 0.9031 -1.97
C 4.5979 3.1191 -3.1917 -2.5450 -0.8435 -0.4182 1.66
C 3.4352 2.4558 -2.3700 0.6252 0.7371 0.5648 -1.31
C 3.6783 2.2051 -0.9048 1.9336 0.7094 -0.4936 0.66
C 4.2931 3.5403 -0.2862 -1.3871 -2.1776 -0.4885 -1.89
C 5.5231 4.1361 -1.0367 0.2500 -0.3055 0.9389 1.99
N 5.0699 4.3455 -2.4310 2.4463 1.7712 -4.0235 0.39
O 5.7672 5.3058 -3.2740 -2.4611 -3.7419 3.6553 -0.49
C 5.8012 5.4372 -0.3195 -0.2300 1.0894 0.2601 -1.78
C 6.8079 3.2324 -0.8412 -0.3394 -0.8214 -0.1644 -1.72
C 3.8681 3.4014 -4.5653 1.4174 1.4003 -0.7012 -1.74
H 5.1058 1.2578 -4.0540 0.3037 0.1161 -0.3602 0.58
H 5.8272 1.5170 -2.5126 0.7481 0.0190 -0.2094 0.43
H 6.5080 2.4304 -3.9690 0.0824 -0.4012 0.0817 0.34
H 2.5944 3.1440 -2.2821 -0.2876 0.0870 -1.0647 0.55
H 3.1493 1.4843 -2.7730 -0.1751 0.3267 -0.6808 -0.20
H 4.3835 1.3799 -0.8055 -0.0200 -0.1963 0.3971 0.17
H 2.6730 1.8736 -0.6449 0.0959 0.1366 1.2308 -0.21
H 4.5176 3.3061 0.7544 0.3850 0.4616 0.1281 0.51
H 3.4389 4.2154 -0.3379 0.2617 0.6434 0.1667 0.57
H 4.9609 6.1314 -0.3153 -0.2030 -0.0129 -0.5549 0.40
H 5.9112 5.2361 0.7461 0.4562 -0.2524 -0.0182 0.43
H 6.6677 5.9895 -0.6831 0.0210 -0.2612 -0.0608 0.38
H 7.4973 3.2073 -1.6852 -0.3030 0.2630 -0.1643 0.37
H 7.4372 3.4069 0.0315 -0.3281 1.0274 0.1302 0.40
H 6.5367 2.1983 -0.6287 -0.2902 -0.1941 -0.4435 0.33
H 4.4859 2.9913 -5.3642 0.0542 -0.0484 -0.0398 0.42
H 3.8199 4.4585 -4.8266 0.1829 0.2157 0.3936 0.44
H 2.8584 3.0574 -4.7896 -0.0286 -0.5164 0.9900 0.36
N 1.5386 2.5210 3.3200 0.2588 -0.9668 -0.1007 0.12
C 1.1001 1.4499 4.0100 -1.0303 0.0190 1.1747 -0.67
C 1.3982 0.2505 3.3342 0.5432 -0.1571 -0.2844 -0.40
C 2.0913 0.5991 2.1973 -0.2614 -0.2385 0.8313 -0.01
C 2.1367 2.0184 2.2222 0.1219 0.9286 -1.3876 -1.04
H 1.3805 3.4976 3.5235 -0.0844 -0.0438 0.0118 0.34
H 0.5579 1.5211 4.9413 0.0589 0.2770 -0.0081 0.48
H 1.1319 -0.7218 3.7217 0.0820 -0.0189 -0.1757 0.55
H 2.5286 -0.0599 1.4619 -0.0797 0.2044 -0.1054 0.58
H 2.4363 2.6862 1.4280 0.3377 -0.0423 0.0605 0.96
N -2.0698 -0.0575 0.0562 0.1879 0.6688 0.8670 0.82
C -1.0266 0.5657 0.7454 0.0976 -0.4618 -1.7128 0.58
C -0.6906 1.7212 0.0306 -0.2296 -1.9337 0.8922 -0.37
C -1.6214 1.7989 -1.0149 -0.0963 0.8458 -0.7635 -1.24
C -2.5208 0.7429 -0.9558 1.6337 0.5285 -0.0948 -1.06
H -2.4361 -0.9634 0.3119 -0.1013 0.2876 0.0543 0.06
H -0.4113 -0.0118 1.4194 -0.3944 0.1780 0.1351 -0.56
H 0.2256 2.2706 0.1888 -0.3180 0.2635 -0.0896 0.81
H -1.5154 2.5471 -1.7866 -0.5705 0.0194 -0.0641 0.50
H -3.3080 0.5292 -1.6637 -0.0496 -0.3180 0.3866 0.54
```
Positions in Å, forces in eV/Å.